Formula: C15H40N3O6S
Source: the Open Molecules 2025 dataset
Level of theory: ωB97M-V with the def2-TZVPD basis set

```
65
Properties=species:S:1:pos:R:3:forces:R:3:lowdin_charge:R:1
C -2.136 -2.130 -1.780 0.16 -0.38 -0.44 -0.059
O -2.432 -0.854 -1.217 -0.04 -0.03 0.07 -0.144
C -1.303 -0.082 -1.018 0.07 -0.19 -0.34 -0.185
N -0.479 -0.654 0.069 0.68 0.42 0.39 -0.025
C 0.865 -0.334 0.152 0.04 -0.41 0.07 -0.305
N 1.701 -0.611 -0.826 -0.34 0.24 0.27 0.135
C 3.118 -0.257 -0.833 0.20 0.34 0.16 -0.101
C 4.056 -1.394 -0.372 -0.08 0.00 -0.01 -0.213
O 4.904 -0.920 0.663 -0.01 0.26 -0.46 -0.049
N 1.234 0.193 1.368 -1.16 0.29 -1.24 0.125
C -0.082 0.629 1.960 0.38 0.06 -0.29 -0.140
C -0.977 -0.487 1.441 0.12 -0.52 0.69 -0.565
S -0.771 -2.051 2.393 -0.23 0.05 -0.03 0.802
H -1.053 -2.306 -1.781 -0.25 -0.10 0.08 0.068
H -2.637 -2.929 -1.224 0.08 0.31 0.03 0.102
H -2.475 -2.168 -2.825 0.01 0.07 0.22 0.091
H -1.638 0.925 -0.752 -0.03 -0.12 0.01 0.149
H -0.677 -0.036 -1.922 -0.04 0.04 0.18 0.141
H 1.347 -1.160 -1.605 -0.08 -0.13 -0.17 0.115
H 3.275 0.586 -0.148 -0.01 -0.18 -0.30 0.111
H 3.360 0.096 -1.839 -0.02 -0.10 0.17 0.133
H 3.453 -2.248 -0.046 0.09 0.08 -0.03 0.125
H 4.685 -1.723 -1.204 -0.08 0.03 0.09 0.120
H 4.737 -1.397 1.468 -0.07 -0.30 0.42 0.083
H 1.865 0.996 1.231 0.26 -0.12 0.49 0.091
H -0.053 0.779 3.037 0.03 -0.22 -0.14 0.097
H -0.337 1.577 1.466 -0.20 -0.03 0.29 0.133
H -2.057 -0.348 1.516 0.20 0.49 -0.42 0.117
H 0.383 -2.423 1.832 0.13 0.02 0.03 -0.145
C 3.048 4.658 2.815 0.06 -0.05 -0.07 -0.075
C 2.056 3.625 2.331 -0.06 0.04 -0.03 -0.289
O 2.681 2.646 1.473 -0.02 -0.23 0.11 -0.114
H 3.521 5.162 1.973 -0.01 0.02 0.00 0.083
H 2.549 5.404 3.433 -0.01 -0.01 0.01 0.084
H 3.831 4.192 3.418 -0.01 0.01 0.03 0.081
H 1.284 4.086 1.716 0.00 0.01 0.00 0.117
H 1.565 3.127 3.172 -0.01 -0.02 -0.02 0.105
H 3.402 2.246 1.973 0.18 0.15 -0.02 0.097
C -2.122 1.111 6.494 -0.02 -0.01 -0.10 -0.085
C -0.859 1.797 6.019 -0.01 0.00 0.01 -0.304
O -0.927 2.171 4.637 0.04 -0.06 0.03 -0.111
H -2.324 0.222 5.897 0.01 -0.01 0.01 0.074
H -2.031 0.814 7.538 0.01 0.01 0.01 0.080
H -2.982 1.780 6.410 0.00 0.01 0.03 0.076
H -0.004 1.125 6.093 0.01 0.00 0.01 0.112
H -0.645 2.678 6.630 0.03 -0.01 0.00 0.112
H -1.663 2.781 4.535 -0.06 0.06 -0.01 0.086
C 2.177 -4.153 -4.211 0.01 0.04 0.06 -0.079
C 0.879 -3.408 -3.988 0.07 0.05 0.00 -0.284
O 1.104 -2.136 -3.344 0.03 0.10 0.20 -0.123
H 2.687 -4.328 -3.264 -0.01 -0.03 0.00 0.076
H 1.991 -5.116 -4.687 -0.01 0.00 -0.01 0.084
H 2.845 -3.583 -4.860 -0.01 -0.02 -0.03 0.079
H 0.213 -3.963 -3.330 0.00 0.03 0.04 0.111
H 0.355 -3.238 -4.931 -0.03 -0.01 0.01 0.119
H 1.669 -1.619 -3.927 -0.01 0.04 -0.13 0.091
C -5.515 0.762 -3.852 0.08 0.03 0.02 -0.089
C -4.821 -0.014 -4.953 0.00 0.00 0.00 -0.316
O -3.399 0.021 -4.830 0.02 -0.01 -0.01 -0.088
H -5.181 1.800 -3.851 -0.02 0.01 -0.01 0.076
H -6.597 0.745 -3.986 -0.01 -0.01 -0.01 0.077
H -5.289 0.330 -2.873 -0.02 -0.01 0.00 0.068
H -5.035 0.422 -5.927 -0.01 0.00 -0.01 0.113
H -5.172 -1.051 -4.969 0.00 0.00 -0.03 0.109
H -3.170 -0.364 -3.980 -0.02 0.02 0.12 0.041
```
Positions in Å, forces in eV/Å.

As for the LUMO energy: -2.3 eV. The value obtained for the HOMO energy is -12.2 eV. The calculation puts the total energy at -1609.15204 Eh. Its net charge is +1. Its strongest force on any atom is 0.033 Eh/bohr.



Formula: C15H41N7O7Pd
Source: the Open Molecules 2025 dataset
Level of theory: ωB97M-V with the def2-TZVPD basis set

```
71
Properties=species:S:1:pos:R:3:forces:R:3:mulliken_spin:R:1
Pd -0.019 0.483 -0.300 1.20 0.95 1.09 1.601
C -2.254 -2.836 -2.567 0.26 1.02 -0.48 0.067
C -1.586 -2.700 -1.144 -1.39 -0.87 -2.06 -0.026
C -0.801 -3.960 -0.877 1.08 0.83 0.51 0.009
O -0.991 -1.443 -1.068 -0.63 -1.49 0.67 0.837
H -2.751 -1.898 -2.815 -0.04 0.12 0.08 -0.002
H -2.977 -3.618 -2.797 0.07 -0.29 0.91 -0.003
H -1.481 -2.971 -3.324 0.28 0.07 0.09 0.000
H -2.435 -2.815 -0.470 -0.38 1.08 0.61 0.085
H -0.379 -3.867 0.124 0.43 -0.26 -0.15 0.004
H -0.044 -3.973 -1.660 0.32 -0.61 0.29 0.005
H -1.404 -4.868 -0.866 -0.16 0.25 -0.36 -0.004
C 0.212 4.723 -0.479 0.59 0.25 1.29 -0.003
C 0.970 3.789 0.542 -0.57 0.17 0.01 0.002
C 1.046 4.402 2.038 -1.20 -0.98 -1.01 0.017
O 0.437 2.503 0.460 -0.09 0.08 0.85 0.163
H 0.452 5.762 -0.250 0.03 0.21 -0.10 0.000
H -0.865 4.629 -0.342 -0.11 -0.17 0.14 0.000
H 0.462 4.561 -1.527 0.11 -0.35 0.04 0.001
H 2.028 3.878 0.292 0.63 -0.38 -0.55 0.003
H 1.308 3.642 2.775 0.51 -0.25 -0.35 0.000
H 0.055 4.687 2.391 -0.18 0.44 -0.23 0.000
H 1.740 5.240 2.107 -0.10 0.00 -0.12 0.000
C -1.577 -2.807 4.273 1.63 1.64 -0.70 0.000
O -0.454 -1.895 4.112 0.20 -0.02 0.78 0.000
C -0.533 -0.850 3.173 0.01 0.09 -0.14 -0.008
C 0.852 -0.327 2.774 0.05 -0.24 -0.14 -0.001
N 1.313 -0.732 1.398 -0.60 0.85 0.62 0.097
C 1.556 -2.196 1.388 -0.11 1.11 0.71 -0.006
C 2.287 -2.713 0.203 0.47 0.01 -0.77 -0.010
O 3.672 -2.326 0.216 -1.15 0.06 -0.69 0.000
C 4.462 -3.071 -0.722 0.10 0.28 1.21 0.000
H -1.210 -3.490 5.039 -0.46 -0.17 -0.25 0.000
H -1.679 -3.240 3.278 -0.58 -0.61 0.16 0.000
H -2.469 -2.260 4.580 -0.13 -0.18 0.06 0.000
H -1.006 0.077 3.496 -0.70 -0.31 0.81 0.000
H -1.144 -1.174 2.331 0.19 -0.05 -0.56 0.003
H 1.624 -0.586 3.499 -0.14 -0.80 0.27 0.000
H 0.845 0.752 2.928 -0.13 0.18 -1.07 0.006
H 2.247 -0.346 1.393 0.20 0.52 -0.80 0.000
H 0.570 -2.656 1.451 0.27 -0.31 0.35 0.004
H 2.181 -2.320 2.272 -0.26 -0.96 0.25 0.002
H 1.781 -2.367 -0.699 0.14 0.31 -0.35 0.007
H 2.176 -3.797 0.173 0.28 -0.31 0.23 0.000
H 5.378 -2.494 -0.843 0.11 -0.24 0.03 0.000
H 4.031 -3.246 -1.708 -0.47 0.14 0.02 0.000
H 4.655 -4.019 -0.220 0.35 -0.27 -0.46 0.000
C -1.772 1.881 -2.808 0.74 -0.98 -0.05 0.010
O -0.997 1.284 -2.074 0.06 -0.85 -0.56 0.026
N -2.045 3.147 -2.671 -1.22 3.12 0.62 -0.001
N -2.383 1.407 -3.925 -0.31 -1.17 -0.48 0.000
H -2.753 3.508 -3.294 0.36 0.50 0.34 0.000
H -1.826 3.674 -1.837 0.19 -0.29 -0.08 0.000
H -2.257 0.450 -4.223 -0.11 0.21 0.24 0.000
H -3.246 1.880 -4.152 0.19 -0.54 -0.40 0.001
C 2.808 0.915 -1.849 2.06 -5.81 1.74 0.001
O 1.978 0.370 -1.138 -1.98 -1.26 0.18 0.066
N 3.018 2.139 -1.907 -1.20 7.90 0.01 0.001
N 3.867 0.221 -2.310 -0.26 0.10 -1.27 0.004
H 2.397 2.662 -1.307 -0.16 0.52 -0.18 -0.005
H 3.761 2.651 -2.360 -0.18 -0.43 0.13 0.000
H 4.384 0.916 -2.828 1.39 -1.80 -0.30 0.001
H 4.014 -0.755 -2.095 0.19 0.41 -0.46 0.000
C -3.136 0.967 0.907 1.13 0.12 -0.62 0.002
O -1.958 0.849 0.937 5.27 -0.54 0.60 0.045
N -3.898 0.091 0.394 -4.70 -4.32 -2.25 0.000
N -3.747 2.029 1.275 -2.17 4.81 1.90 0.002
H -3.656 -0.847 0.111 0.36 0.49 0.23 -0.002
H -4.883 0.315 0.414 0.07 -0.64 -0.25 0.000
H -4.749 2.131 1.199 0.36 0.12 0.14 0.001
H -3.206 2.848 1.515 -0.07 -0.24 0.07 0.000
```
Positions in Å, forces in eV/Å.

The spin multiplicity is 4. As for the LUMO energy (spin up / spin down): -2.0 / -5.1 eV. The value obtained for the HOMO energy (spin up / spin down) is -10.1 / -9.9 eV. The calculation puts the total energy at -1633.60605 Eh. Its net charge is +1. Its strongest force on any atom is 0.155 Eh/bohr.



Formula: C15H42BrN3O3
Source: the Open Molecules 2025 dataset
Level of theory: ωB97M-V with the def2-TZVPD basis set

```
64
Properties=species:S:1:pos:R:3:forces:R:3:lowdin_charge:R:1
Br -1.320 0.657 -0.925 0.31 -0.19 0.14 -0.359
C 0.792 -1.827 -5.843 -0.19 -0.01 -0.84 -0.016
N 0.886 -1.210 -4.482 -0.56 -1.47 1.21 -0.289
C -0.286 -1.831 -3.666 0.12 0.63 -0.49 -0.009
C 2.160 -1.774 -3.791 -0.38 1.40 -0.65 0.035
C 0.726 0.337 -4.538 0.93 -0.46 2.09 -0.095
C 1.914 1.132 -4.992 -0.43 0.25 -3.52 -0.197
O 2.294 0.829 -6.377 0.27 -0.32 1.20 -0.072
H 0.696 -2.912 -5.878 0.00 -0.09 1.01 0.108
H 1.676 -1.647 -6.456 -0.27 0.75 0.11 0.107
H -0.149 -1.469 -6.261 0.35 0.29 -0.39 0.116
H -1.257 -1.543 -4.067 0.22 0.58 -0.09 0.108
H -0.201 -1.485 -2.635 -0.08 -0.08 -0.07 0.026
H -0.289 -2.913 -3.795 0.60 0.05 0.23 0.102
H 2.304 -1.374 -2.787 -0.55 0.07 0.00 0.088
H 3.012 -1.425 -4.374 -0.02 -0.43 -0.17 0.106
H 2.056 -2.858 -3.742 0.10 0.21 -0.25 0.108
H 0.755 0.741 -3.526 -0.77 -0.86 0.81 0.100
H -0.273 0.616 -4.873 0.28 -0.41 -0.72 0.149
H 2.778 1.112 -4.328 -0.06 -0.25 -0.20 0.128
H 1.545 2.149 -5.122 0.06 0.26 1.15 0.135
H 1.711 1.380 -6.905 0.15 -0.04 -0.38 0.090
C 4.100 -1.064 0.748 0.01 1.44 1.20 0.033
N 2.880 -0.626 1.573 -2.58 0.50 1.33 -0.260
C 2.949 -1.202 3.028 0.36 -1.71 -1.73 0.025
C 2.839 0.908 1.872 1.40 -0.18 -1.55 -0.001
C 1.458 -0.862 0.857 0.00 1.54 1.36 -0.123
C 1.024 -2.244 0.643 -0.58 -1.14 2.09 -0.307
O 1.989 -2.864 -0.069 2.01 -1.44 -2.75 -0.046
H 3.976 -0.982 -0.331 -0.45 0.17 0.32 0.101
H 4.467 -2.058 1.004 -0.49 0.12 0.16 0.108
H 4.779 -0.299 1.124 0.79 -0.41 -0.57 0.098
H 3.810 -0.774 3.541 -0.36 0.29 -0.05 0.111
H 3.155 -2.265 2.906 0.15 -0.05 0.00 0.097
H 2.006 -1.200 3.575 0.02 0.88 -0.28 0.109
H 3.781 1.244 2.305 0.29 -0.48 -0.17 0.101
H 2.108 1.298 2.581 -0.57 -0.96 -0.31 0.107
H 2.758 1.365 0.886 -0.27 0.30 0.23 0.108
H 1.356 -0.299 -0.070 0.76 0.21 -0.04 0.071
H 0.764 -0.362 1.533 -0.01 -0.04 0.02 0.097
H 0.043 -2.377 0.186 -0.22 0.89 0.02 0.131
H 1.020 -2.830 1.563 -0.74 0.45 0.86 0.127
H 1.603 -3.677 -0.402 0.43 -0.30 -0.17 0.115
C -1.874 0.720 2.571 -0.36 0.35 0.79 -0.043
N -3.094 1.586 2.864 -1.03 -0.08 -1.52 -0.336
C -2.787 3.053 2.571 -0.75 -0.01 1.05 0.019
C -4.223 1.145 1.879 1.94 0.48 0.98 0.044
C -3.610 1.406 4.292 0.86 0.83 0.72 -0.095
C -4.845 2.231 4.807 0.20 -0.32 0.28 -0.206
O -5.011 1.895 6.188 0.97 -1.12 -0.67 -0.047
H -2.076 0.050 1.735 -0.07 0.05 0.18 0.023
H -1.672 0.195 3.505 0.33 -0.13 -0.23 0.098
H -1.058 1.369 2.255 -0.05 -0.12 0.22 0.071
H -2.339 3.452 3.481 0.42 0.00 -0.22 0.110
H -3.732 3.588 2.474 -0.04 -0.14 -0.09 0.102
H -2.196 3.255 1.678 0.03 -0.66 0.10 0.109
H -4.444 0.090 2.045 -0.54 0.29 0.61 0.115
H -3.720 1.121 0.913 -0.55 0.83 -0.37 0.052
H -4.937 1.924 2.145 -0.72 -0.77 -1.10 0.096
H -2.739 1.679 4.887 -0.07 -0.27 0.34 0.132
H -3.850 0.350 4.420 0.12 0.05 -0.03 0.141
H -5.634 1.871 4.147 -0.70 0.49 0.38 0.112
H -4.733 3.315 4.841 0.21 0.02 -1.03 0.126
H -5.820 2.190 6.612 -0.25 0.25 -0.54 0.105
```
Positions in Å, forces in eV/Å.

The energy above the lowest of the compared OMol25 structures with the same formula, charge and spin is 60.2 kcal/mol. As for the LUMO energy: -4.4 eV. The value obtained for the HOMO energy is -12.8 eV. The calculation puts the total energy at -3560.03885 Eh. Its net charge is +2. Its strongest force on any atom is 0.072 Eh/bohr.